{"formula": "C33H43B2F2N2O11S", "method": "the ωB97M-V functional and the def2-TZVPD basis", "total_energy_ha": -2868.3538, "e_homo_ev": -6.9, "lumo_energy_ev": 0.78, "total_charge": -1, "homo_lumo_gap_ev": 7.7, "elements": ["C", "C", "C", "C", "C", "C", "C", "C", "C", "C", "C", "C", "C", "C", "C", "O", "C", "C", "O", "C", "O", "C", "C", "B", "O", "O", "C", "C", "C", "C", "C", "C", "C", "C", "S", "C", "N", "N", "C", "O", "C", "O", "H", "H", "H", "H", "H", "H", "H", "H", "H", "H", "H", "H", "H", "H", "H", "H", "H", "H", "H", "H", "H", "H", "H", "H", "H", "H", "H", "H", "H", "H", "H", "H", "H", "H", "H", "H", "H", "H", "H", "H", "H", "H", "H", "B", "O", "C", "O", "C", "O", "O", "F", "F"], "coordinates": [[1.927, 2.215, 4.883], [3.081, 1.548, 4.045], [2.606, 0.974, 2.616], [1.153, 1.420, 2.308], [0.080, 0.476, 2.580], [-1.287, 0.844, 2.311], [-1.639, 2.166, 1.806], [-0.591, 3.116, 1.530], [0.803, 2.721, 1.765], [1.880, 3.804, 1.387], [1.830, 3.913, -0.215], [3.198, 3.584, -0.906], [3.497, 2.048, -1.065], [2.435, 1.247, -1.900], [2.516, 1.520, -3.453], [1.286, 0.960, -4.038], [0.393, 1.964, -4.369], [-0.271, 2.763, -3.179], [0.079, 2.250, -5.488], [-3.128, 2.495, 1.590], [-3.567, 3.610, 1.743], [-4.051, 1.292, 1.205], [-5.293, 1.642, 0.346], [-6.617, 1.682, 1.284], [-6.432, 1.832, 2.674], [-7.890, 1.550, 0.672], [-3.712, 0.052, 1.643], [-4.551, -1.207, 1.273], [-4.490, -1.644, -0.235], [-3.192, -2.437, -0.642], [-1.938, -1.488, -0.858], [-0.678, -2.443, -1.141], [0.630, -1.868, -0.442], [1.255, -2.979, 0.499], [1.631, -4.542, -0.419], [0.804, -5.857, 0.480], [-0.002, -6.828, 0.058], [-0.394, -7.603, 1.114], [0.190, -7.045, 2.178], [0.963, -5.968, 1.856], [-2.452, -0.150, 2.546], [-2.395, -1.041, 3.360], [1.625, 3.226, 4.495], [1.025, 1.572, 5.018], [2.338, 2.399, 5.915], [3.503, 0.722, 4.676], [3.848, 2.349, 3.862], [3.363, 1.324, 1.880], [2.592, -0.140, 2.696], [0.273, -0.544, 2.971], [-0.808, 4.132, 1.144], [1.488, 4.770, 1.805], [2.900, 3.550, 1.754], [1.076, 3.177, -0.595], [1.505, 4.949, -0.493], [3.165, 4.014, -1.948], [4.083, 4.049, -0.395], [4.474, 1.974, -1.624], [3.650, 1.499, -0.106], [2.701, 0.160, -1.780], [1.387, 1.329, -1.503], [3.334, 0.875, -3.871], [2.646, 2.602, -3.708], [0.388, 3.644, -2.980], [-1.287, 3.084, -3.529], [-0.438, 2.122, -2.282], [-5.165, 2.702, -0.026], [-5.427, 1.008, -0.560], [-6.161, 0.977, 3.057], [-8.020, 2.393, 0.196], [-4.130, -2.059, 1.878], [-5.606, -1.084, 1.652], [-4.624, -0.817, -0.973], [-5.357, -2.347, -0.400], [-2.991, -3.271, 0.075], [-3.387, -2.885, -1.658], [-1.698, -0.860, 0.033], [-2.173, -0.857, -1.753], [-0.953, -3.415, -0.644], [-0.545, -2.600, -2.238], [0.436, -0.909, 0.097], [1.367, -1.684, -1.273], [0.499, -3.175, 1.299], [2.200, -2.588, 0.966], [0.122, -7.333, 3.243], [3.399, -4.207, -4.298], [4.594, -3.571, -4.902], [4.823, -2.442, -4.252], [5.725, -1.680, -4.492], [3.791, -2.272, -3.185], [3.714, -1.346, -2.410], [2.962, -3.295, -3.209], [3.733, -5.471, -3.767], [2.377, -4.338, -5.260]], "atomic_forces_ev_per_a": [[0.6184, 0.2642, 0.7532], [-0.7887, 0.3833, -0.1050], [-0.4204, 0.4037, 1.2243], [-1.3425, 0.0222, -0.7387], [-0.7900, 1.6109, -0.7539], [0.3078, 0.7262, -0.1871], [1.3532, -0.4148, 0.0664], [0.6183, -2.1271, 0.9711], [-0.5448, -0.1001, 0.5147], [-1.6153, -0.7233, -0.8111], [0.7754, 0.0204, 0.3707], [-0.0898, -0.3067, -0.4101], [-0.0158, -0.0285, -0.7610], [0.6572, -0.5250, 0.0748], [-0.2411, -1.0173, 1.4021], [-0.1524, 1.5783, -0.7395], [-0.6802, 0.4287, 1.1412], [-0.0894, -0.6464, -0.5155], [0.3871, -0.5873, 0.0127], [0.2448, -1.1829, 0.2497], [0.1369, -0.1890, -0.4215], [0.8092, 0.3770, -0.3528], [0.2787, 0.5467, 0.6314], [0.3534, -0.4158, -0.0901], [-0.8377, -1.0925, -1.1033], [1.0667, 1.4010, 0.8660], [-0.0370, -0.0230, -0.3084], [0.6863, -0.1003, 0.6820], [-0.2934, -0.9349, -0.1977], [-0.1950, 1.2201, -0.4623], [0.0987, -1.6877, -0.2745], [-0.6647, 1.0693, 1.0845], [0.3908, -1.5107, -1.5947], [-0.5745, 1.1570, 0.6483], [-0.3398, -0.6581, 0.2669], [-1.1409, -0.7595, 0.6430], [1.1331, 1.7587, -0.6895], [1.5592, 1.4810, 2.4699], [-0.4880, -0.5010, -1.2466], [-0.6204, -0.5769, -0.4252], [-0.0108, 0.9973, -0.9179], [0.0501, 0.0773, -0.3364], [0.1603, -1.0839, 0.1404], [0.6854, 0.4763, -0.3126], [-0.3943, -0.1251, -0.8714], [-0.1095, 0.7722, -0.7562], [-0.4850, -0.9388, 0.3164], [-0.8192, -0.5176, 0.2646], [0.1858, 0.8844, -0.3725], [-0.0301, 0.8423, -0.2858], [0.0439, -0.8435, 0.3211], [0.7935, -0.8383, -0.1637], [-0.8072, 0.2971, -0.1837], [0.5924, 0.8693, 0.2803], [0.2216, -0.8907, 0.1493], [0.0972, -0.3309, 0.9622], [-0.9040, -0.1514, -0.2803], [-0.8328, -0.0509, 0.6030], [-0.1416, 0.6854, -0.5630], [-0.4351, 1.2901, -0.1388], [0.9599, 0.2960, -0.4598], [-0.6170, 0.9250, 0.3001], [-0.1196, -0.8817, 0.0152], [-0.6952, -0.6887, 0.1317], [1.0977, -0.0277, 0.1655], [0.4827, 0.6059, -0.5941], [-0.0493, -0.9278, 0.3493], [0.1721, 0.3321, 0.8192], [0.1467, 0.6925, 0.0260], [-0.2673, -0.7264, -0.1625], [-0.4466, 0.7704, -0.5181], [0.8403, -0.0005, -0.6247], [0.0888, -0.4277, 0.7623], [0.7047, 0.7211, 0.1860], [-0.0602, 0.7218, -0.4697], [0.1483, 0.1693, 1.0412], [-0.4159, -0.3368, -0.6815], [0.3393, -0.2060, 0.8965], [0.4816, 0.7323, -0.7267], [-0.0047, -0.0027, 0.9731], [0.2271, -0.8611, -0.2046], [-0.5041, 0.1237, 0.9694], [0.7336, -0.1087, -0.4627], [-0.8487, -0.5792, -0.4101], [0.0418, 0.2243, -1.0210], [-0.7598, -1.8089, -0.7165], [-0.1219, 0.5902, 0.5804], [1.4498, -0.3359, -1.5910], [-0.2313, 0.1127, 0.2660], [-1.4283, -0.0634, 1.2450], [0.3858, -0.2784, -0.1712], [0.5142, 0.6127, 0.0034], [-0.1443, 0.7185, -0.1936], [0.5258, 0.1523, 0.5378]], "lowdin_charge": [-0.12, -0.21, -0.13, -0.17, 0.03, -0.07, -0.05, 0.05, -0.14, -0.12, -0.19, -0.20, -0.18, -0.17, -0.13, -0.05, -0.50, 0.01, 0.11, -0.27, 0.11, -0.09, -0.01, -0.55, 0.13, 0.11, -0.09, -0.12, -0.19, -0.20, -0.17, -0.19, -0.23, -0.44, 1.00, -0.60, 0.01, 0.02, -0.18, -0.01, -0.28, 0.10, 0.08, 0.07, 0.07, 0.10, 0.10, 0.08, 0.11, 0.13, 0.13, 0.11, 0.10, 0.08, 0.11, 0.10, 0.11, 0.12, 0.09, 0.07, 0.09, 0.14, 0.12, 0.09, 0.09, 0.07, 0.13, 0.10, 0.11, 0.11, 0.12, 0.12, 0.10, 0.11, 0.11, 0.12, 0.08, 0.11, 0.08, 0.12, 0.09, 0.09, 0.08, 0.08, 0.13, -1.03, 0.22, -0.41, 0.13, -0.39, 0.09, 0.19, 0.12, 0.12]}